Below is a 2-piece molecular cluster, C9H14 overall in a non-equilibrium geometry, with properties calculated with the ωB97M-V functional and the def2-TZVPD basis.

ORCA input file:
```
! RIJCOSX wB97M-V def2-TZVPD def2/J DEFGRID3
* xyz 0 1
C 3.238 -0.737 0.139
C 0.259 1.600 -0.347
C 1.387 0.782 -0.638
C -0.217 1.721 0.948
C 2.033 0.134 0.406
C 0.447 1.067 1.976
C 1.582 0.257 1.703
H -0.271 2.138 -1.196
H 1.715 0.665 -1.640
H -1.073 2.374 1.169
H 0.106 1.129 2.991
H 3.065 -1.337 -0.827
H 3.350 -1.423 0.945
H 2.019 -0.216 2.502
H 4.120 -0.179 -0.040
C -2.861 -0.384 -1.426
C -2.599 -1.610 -0.564
H -2.396 0.490 -0.928
H -2.374 -0.538 -2.455
H -3.909 -0.195 -1.573
H -3.079 -2.429 -1.029
H -3.022 -1.472 0.424
H -1.522 -1.838 -0.539
*
```

E_LUMO	1.033	eV
energy above the lowest of the compared OMol25 structures with the same formula, charge and spin	0.4658	eV
Kohn-Sham gap	10.20	eV
structure (SMILES)	Cc1ccccc1.CC

Below is a 2-piece molecular cluster, C9H14 overall in a non-equilibrium geometry, with properties calculated with the ωB97M-V functional and the def2-TZVPD basis.

ORCA input file:
```
! RIJCOSX wB97M-V def2-TZVPD def2/J DEFGRID3
* xyz 0 1
C -3.094 -2.122 0.906
C -1.924 -3.087 1.066
H -4.026 -2.603 1.202
H -2.963 -1.191 1.442
H -3.131 -1.946 -0.173
H -1.012 -2.567 0.743
H -2.067 -3.949 0.413
H -1.681 -3.466 2.059
C -1.196 0.802 0.791
C 0.189 0.880 -1.304
C 0.077 1.034 0.075
C 1.401 0.869 -2.003
C 2.552 0.874 -1.259
C 1.311 1.230 0.740
C 2.541 1.044 0.124
H -0.727 0.692 -1.862
H 1.340 0.732 -3.073
H -1.248 1.444 1.678
H -1.214 -0.200 1.214
H 3.504 0.873 -1.784
H 1.291 1.484 1.798
H 3.445 0.900 0.697
H -2.159 0.900 0.307
*
```

E_LUMO	0.992	eV
energy above the lowest of the compared OMol25 structures with the same formula, charge and spin	0.5728	eV
Kohn-Sham gap	9.95	eV
structure (SMILES)	Cc1ccccc1.CC